# 1
DFT (ωB97M-V with the def2-TZVPD basis set) results for a 2-piece molecular cluster, C19H26N3 overall in a non-equilibrium geometry.

Structure (XYZ):
```
48
Properties=species:S:1:pos:R:3:nbo_charge:R:1
C -1.2669 -0.8631 0.0557 -0.431
N -0.9686 -2.2764 -0.0369 -0.441
C -2.0047 -3.2387 0.2386 -0.197
C -1.6225 -4.5521 -0.4125 -0.415
C -0.2454 -5.0056 0.0148 -0.199
N 0.7200 -3.9134 -0.0671 -0.445
C 2.1267 -4.3012 -0.1401 -0.198
C 2.9961 -3.1278 0.2552 -0.428
C 2.5826 -1.8181 -0.3894 -0.216
N 1.1748 -1.5784 -0.3116 -0.646
C 0.3651 -2.5932 -0.1503 0.614
H -0.3368 -0.3301 -0.2135 0.261
H -2.0705 -0.5805 -0.6358 0.181
H -1.5583 -0.5622 1.0763 0.172
H -2.1388 -3.3572 1.3241 0.179
H -2.9412 -2.8554 -0.1852 0.205
H -2.3723 -5.2987 -0.1294 0.226
H -1.6740 -4.4557 -1.5052 0.212
H -0.2834 -5.4133 1.0360 0.189
H 0.0547 -5.8256 -0.6466 0.207
H 2.3216 -5.1524 0.5211 0.207
H 2.3646 -4.6457 -1.1646 0.185
H 2.9492 -2.9887 1.3399 0.203
H 4.0321 -3.3670 0.0065 0.219
H 3.0794 -0.9923 0.1446 0.187
H 2.9191 -1.7741 -1.4330 0.174
C -0.2423 2.5238 -1.6396 -0.498
C 0.2813 3.1104 -3.0012 -0.470
C 0.8445 4.4558 -2.6102 0.082
C 0.7581 4.6385 -1.2447 -0.307
C 0.0817 3.5648 -0.6059 0.329
C -0.4506 3.6413 0.7260 -0.201
C -0.1244 4.7851 1.5242 -0.086
C -0.6530 4.9545 2.7907 -0.230
C -1.4846 3.9816 3.3457 -0.091
C -1.8324 2.8436 2.5946 -0.241
C -1.3402 2.6793 1.3003 -0.038
H -1.3212 2.3402 -1.7471 0.270
H 0.2424 1.5701 -1.3821 0.292
H 1.0764 2.4793 -3.4216 0.268
H -0.5330 3.1841 -3.7373 0.262
H 1.2142 5.1797 -3.3269 0.243
H 1.1383 5.5199 -0.7300 0.244
H 0.5429 5.5523 1.1276 0.219
H -0.4132 5.8656 3.3542 0.243
H -1.8464 4.0823 4.3749 0.242
H -2.4975 2.0932 3.0195 0.242
H -1.6436 1.8213 0.6970 0.222
```

HOMO = -9.8 eV
Gap between HOMO and LUMO = 4.2 eV
Net charge = +1

=====

# 2
DFT (ωB97M-V with the def2-TZVPD basis set) results for C18H33FeNO3P2 as an isolated structure in a non-equilibrium geometry.

Structure (XYZ):
```
58
Properties=species:S:1:pos:R:3:nbo_charge:R:1
C -3.3125 4.0372 -1.1573 -0.388
C -3.3096 3.7998 -2.4754 -0.009
H -2.5485 4.6369 -0.6619 0.204
H -4.0171 3.4894 -0.5231 0.196
C -2.8075 2.8507 -3.4293 -0.060
C -1.7600 1.9674 -3.3983 -0.418
H -0.8157 2.0574 -2.8264 0.189
H -1.7068 1.1560 -4.2053 0.192
C -4.3264 4.8465 -2.8139 -0.644
H -4.5974 5.4374 -1.9279 0.242
H -5.2668 4.4127 -3.1383 0.234
H -3.9870 5.5759 -3.5440 0.239
C -3.5305 2.9752 -4.7602 -0.628
H -3.3449 3.9497 -5.2334 0.232
H -4.6043 2.9251 -4.5806 0.211
H -3.2618 2.1915 -5.4656 0.220
Fe 1.4381 -2.0504 0.9588 0.997
O 0.3029 -0.8548 -0.0869 -0.726
C -0.9363 -0.9982 0.2684 0.670
O 0.0375 -3.6383 0.3985 -0.701
C -1.0596 -3.3675 -0.1444 0.944
O -1.8812 -4.2415 -0.7112 -0.409
N -1.6454 -2.1174 -0.1190 -0.487
C -3.1157 -3.5220 -1.1191 -0.089
C -2.9181 -2.0543 -0.8498 -0.238
H -3.9451 -3.9232 -0.5362 0.230
H -3.2712 -3.6962 -2.1816 0.237
H -3.6945 -1.5771 -0.2448 0.238
H -2.7803 -1.4630 -1.7733 0.236
C -1.4598 -0.0778 1.1765 -0.371
C -0.5437 0.9014 1.5839 -0.290
H -2.5562 -0.1073 1.5169 0.270
H 0.1224 1.3097 0.7720 0.274
H -1.0765 1.6570 2.2323 0.257
C 1.1157 0.7135 3.4105 -0.877
P 2.1967 -0.5541 2.7466 0.936
C 2.6556 -1.3072 4.3109 -0.959
C 3.6027 0.4594 2.0984 -0.712
C 4.5514 -0.4180 1.2847 -0.719
P 3.7695 -1.9984 0.7299 0.946
C 4.5097 -2.3319 -0.8712 -0.955
C 4.3145 -3.3064 1.8717 -0.950
H 1.5469 1.5985 3.8964 0.288
H 0.2527 0.2718 3.9176 0.264
H 0.7110 1.0390 2.3960 0.229
H 3.7273 -1.5026 4.3524 0.257
H 2.3500 -0.6016 5.0923 0.270
H 2.0727 -2.2293 4.4045 0.266
H 3.2028 1.2801 1.4804 0.262
H 4.0880 0.9161 2.9723 0.268
H 4.8655 0.0965 0.3657 0.269
H 5.4492 -0.6771 1.8599 0.268
H 5.3497 -3.0249 -0.7413 0.272
H 3.7451 -2.7828 -1.5166 0.271
H 4.8541 -1.3883 -1.3123 0.270
H 5.3146 -3.6242 1.5598 0.270
H 4.3228 -2.9693 2.9142 0.253
H 3.6115 -4.1466 1.7771 0.264
```

Spin multiplicity = 5
HOMO (alpha / beta) = -11.0 / -13.1 eV
Gap between HOMO and LUMO (alpha / beta) = 3.3 / 5.5 eV
Net charge = +2

=====

# 3
DFT (ωB97M-V with the def2-TZVPD basis set) results for one molecule with the formula C3H7NO3.

Structure (XYZ):
```
14
Properties=species:S:1:pos:R:3:nbo_charge:R:1
C 0.7850 0.2308 0.0316 0.257
C -0.4282 -0.6050 0.4987 -0.571
C -1.5681 -0.6755 -0.5013 0.785
N 0.5492 1.6120 0.3727 -0.858
O -1.2277 -1.0804 -1.7361 -0.674
O 1.9631 -0.2025 0.6494 -0.711
O -2.7017 -0.4172 -0.2302 -0.555
H -0.2909 -1.3104 -1.8080 0.484
H 1.9041 0.0148 1.5825 0.472
H 0.9761 0.0706 -1.0479 0.133
H 1.2920 2.2090 0.0116 0.373
H -0.3465 1.9500 0.0458 0.373
H -0.8158 -0.1710 1.4244 0.246
H -0.0908 -1.6251 0.7068 0.245
```

SMILES = N[C@@H](O)CC(=O)O
HOMO = -10.2 eV
Gap between HOMO and LUMO = 10.8 eV

=====

Result set for calculated total energy: -24587.7116, -79776.4812, -10857.3368 eV, one per record in the order listed.
Result set for energy relative to the best compared isomer or geometry (same formula, charge and spin): 0.0, 123.2, 23.8 kcal per mole, one per record in the order listed.